No. 1
A structure of composition C34H50P2Ru, computed with ωB97M-V/def2-TZVPD.

XYZ file:
```
87
Properties=species:S:1:pos:R:3:forces:R:3
H -2.7161 5.7750 4.7107 0.04 -0.16 0.09
H -2.3708 -1.7906 -4.3841 0.60 0.16 0.33
C 0.6532 1.5598 -5.1186 0.01 0.25 -0.35
C 1.4727 -0.8063 -4.8000 0.43 0.64 -0.25
C 2.3615 1.6321 1.1555 0.37 0.46 0.13
H 2.4698 -3.9788 0.1425 -0.08 -0.16 0.10
H -0.8166 0.7522 -6.5160 -0.12 0.01 0.60
H 0.8533 -4.6927 0.1672 0.18 -0.06 0.10
C 1.8278 -1.9321 2.0768 -0.78 -0.90 -0.61
H -1.2038 -1.9091 -6.7775 0.19 -0.12 0.24
C 1.0471 -2.9350 1.3486 -0.13 -0.29 1.75
H 4.2647 -0.0007 -0.1476 -0.06 0.00 -0.33
H -1.5682 -0.1758 3.5528 -0.21 -0.25 0.14
H 0.1711 -2.7850 -1.6138 -0.35 -0.06 -0.12
C 3.5077 -0.0088 -0.9440 0.40 0.41 -0.19
C -2.3160 4.7898 4.9428 0.12 -0.12 -0.53
H -2.3926 -2.9101 1.0353 0.17 -0.19 0.08
C -1.5603 -1.2774 3.5033 -0.48 0.01 -0.03
C 1.6018 -4.1818 0.7813 0.33 -0.63 -0.30
C -1.5082 -3.5195 1.2712 -0.51 -0.37 -0.01
H 3.6950 -0.9128 2.3277 0.04 -0.18 -0.01
H -1.2792 -4.1251 0.3903 -0.08 0.00 0.18
H 2.0779 -1.5348 -4.2488 0.07 0.38 -0.18
C -1.2772 2.2323 5.5778 0.22 -0.16 -0.99
C 0.9288 1.5328 -1.3640 0.01 0.45 -0.26
C 1.5610 0.5078 -4.5239 0.25 -0.49 -0.52
C -0.6790 -1.9216 -5.8055 0.13 -0.20 -0.29
C -0.7975 1.1047 -5.4690 0.38 0.55 -0.16
H 0.2124 0.2513 -2.9494 -0.04 0.10 0.16
H 2.9868 1.0873 1.8733 -0.12 0.21 -0.20
H -0.5805 -2.9845 -5.5389 -0.22 0.26 0.06
H -1.5132 -1.6592 4.5344 -0.06 0.11 -0.21
C -2.0029 4.3129 2.5070 -0.12 0.34 1.21
H -1.7931 -4.1946 2.0953 0.04 0.10 -0.32
H -3.0391 -1.1533 -0.1699 0.05 0.35 -0.13
C -1.6306 3.4257 1.5155 0.73 -1.91 -0.52
C -1.5342 -1.2090 -4.7960 -0.52 0.86 -0.45
H 0.7366 -0.6256 -6.8425 0.16 -0.20 0.62
C -0.9829 1.8096 3.1625 -0.36 0.58 0.52
C 0.9234 -1.2577 2.9678 -0.65 -0.37 -0.97
H -1.6327 -2.9083 -1.7458 0.31 0.04 -0.03
H 1.3743 -2.1940 -6.3800 -0.26 0.39 0.08
C -0.7546 -2.2879 -1.9693 -0.21 0.00 -0.62
H -1.6652 2.7673 7.6227 -0.02 0.12 -0.36
C -0.3836 -1.7159 2.7257 1.07 0.51 -0.54
H 1.1958 -0.7409 5.0078 -0.04 0.16 -0.12
H -2.4996 -1.6176 3.0500 0.17 0.13 0.19
C -1.1223 2.1239 1.8440 -0.55 1.42 -1.38
H -0.9892 1.3694 -2.3273 0.26 0.17 -0.16
C -1.4653 0.1123 -4.5561 -0.81 -0.79 -0.44
Ru 0.8019 -1.2964 0.1256 -0.94 -0.80 4.13
H -0.8762 1.2428 5.8135 -0.15 0.35 -0.06
H 0.5279 0.5536 3.9704 0.39 -0.14 0.21
H 1.9256 -4.8613 1.5856 -0.10 0.06 -0.30
H 2.3936 0.8951 -3.9207 -0.52 -0.35 0.24
P 1.9528 0.5565 -0.2220 -1.05 -0.52 -0.27
C 1.2590 -0.2750 4.0137 0.27 0.31 0.30
H 1.4472 1.9613 1.6666 0.32 -0.06 -0.19
H 3.6261 -2.5146 3.0707 0.02 0.11 -0.25
H -1.4368 2.0092 -5.4464 0.35 -0.37 -0.14
H 1.5970 1.9734 -2.1158 -0.38 0.17 -0.02
C 0.7545 -1.3553 -6.0106 -0.33 -0.37 -0.46
C 3.3038 -1.9284 2.1957 0.56 -0.06 0.25
C -0.3517 -2.6820 1.6681 1.37 -0.20 -0.42
H 3.3999 -1.0385 -1.3151 0.05 0.40 -0.01
H 0.4561 2.3512 -0.8057 0.33 0.00 0.02
H -0.6802 -2.1235 -3.0486 0.09 -0.24 0.31
C -2.6212 -0.3391 -0.7798 -0.68 -0.03 0.09
H -1.7234 3.6916 0.4594 -0.02 -0.01 0.38
H 2.9130 2.5019 0.7684 -0.10 -0.10 0.31
C -1.7146 3.0842 6.5785 -0.47 1.00 0.58
H -2.0761 0.5436 -3.7525 -0.10 -0.28 -0.58
C -2.2278 4.3551 6.2682 0.17 -0.58 0.49
P -0.9094 -0.6914 -1.1245 1.46 0.96 -0.21
C -1.3485 2.6383 4.2156 -0.47 0.79 0.56
H 1.1200 1.9420 -6.0458 -0.18 0.00 0.33
H -2.3959 5.2946 2.2472 0.07 -0.18 0.03
H -0.8613 1.4178 1.0481 0.01 0.16 0.29
C -1.8941 3.9561 3.8808 0.42 -1.03 0.01
H 3.7973 0.6707 -1.7549 0.25 -0.28 0.11
H -2.5749 5.0092 7.0706 0.15 -0.22 -0.26
H -2.6738 0.6101 -0.2277 -0.16 -0.30 -0.15
H 3.7670 -2.3568 1.3031 0.05 0.02 0.18
C -0.1696 0.7061 -2.0344 -0.77 0.61 -0.76
H -3.2053 -0.2618 -1.7114 0.18 0.03 0.31
H 2.2735 0.1265 3.9106 -0.25 -0.01 0.03
H 0.5770 2.4335 -4.4466 0.26 -0.38 -0.10
```
Positions in Å, forces in eV/Å.

E_LUMO (spin up / spin down) ... -6.490 / -9.617 eV
E_HOMO (spin up / spin down) ... -0.4407 / -0.4594 Ha
2S+1 ... 5
Frontier orbital gap (spin up / spin down) ... 5.502 / 2.883 eV
Charge ... +2

No. 2
A structure of composition C34H51As2CaN5SSi2, computed with ωB97M-V/def2-TZVPD.

XYZ file:
```
96
Properties=species:S:1:pos:R:3:forces:R:3
C 4.4305 -0.9676 -0.7743 0.02 0.01 -0.01
H -2.9257 -5.7025 1.9819 -0.01 0.00 0.00
H -2.4808 3.3018 2.9774 0.00 0.01 0.00
C -3.2432 0.3084 -4.6715 -0.02 -0.02 0.03
H 2.3285 -1.0267 4.7042 0.00 0.00 0.00
H 3.2209 1.8916 8.5943 0.00 0.00 0.00
Ca -0.3671 -0.5952 -0.2165 0.14 -0.22 0.05
H -2.8776 -0.5135 -2.7165 -0.02 0.00 -0.04
H -2.1277 1.6162 -1.4739 -0.07 -0.02 -0.04
C 1.9879 -0.6881 -0.9179 0.21 0.02 0.09
H -3.0679 0.2987 -0.7158 0.00 0.10 0.07
H -0.6521 0.7788 4.3629 0.00 -0.01 -0.01
C 3.5062 0.0236 -2.7394 -0.01 0.00 -0.01
N -1.7699 1.3358 0.5729 -0.17 0.11 -0.12
H -5.0431 -4.6928 -1.1283 -0.01 -0.02 0.00
C -0.1114 -4.0410 2.1974 0.00 0.01 -0.01
H 2.1016 3.1986 4.6772 0.00 0.00 0.00
C -0.5321 0.7837 -4.8040 0.02 0.00 0.04
H -4.9407 0.8591 0.6768 -0.01 -0.01 0.00
H -4.0344 -4.6002 2.8050 0.04 -0.02 0.00
C 2.8196 1.0031 2.4937 0.03 0.01 0.00
C -2.4593 -0.0232 -3.5858 0.10 0.02 -0.03
H 5.6074 -0.2736 -2.4388 0.00 0.00 -0.01
H -5.0796 -4.9555 0.6130 -0.01 0.00 -0.01
H 0.2914 -0.2884 6.3616 0.00 0.00 0.01
As -2.3165 -2.7261 0.0359 0.00 0.02 -0.03
C 2.7604 2.6554 6.6420 0.00 0.00 0.00
H -4.3059 0.1057 -4.6420 0.00 0.00 0.00
H -4.0959 4.2874 -0.1008 -0.01 0.00 -0.01
C -3.1371 3.2633 2.1050 -0.01 0.00 0.01
C 0.3141 1.2247 4.1198 -0.02 -0.09 0.02
C 1.7612 -1.4089 3.8570 0.06 -0.01 -0.01
H -1.4090 -1.3029 3.3695 0.01 0.01 0.01
H 3.2105 1.3346 3.4544 0.01 0.00 0.01
H -4.9490 -0.4653 -1.3088 -0.02 0.03 0.01
H -5.3743 2.5602 0.9378 -0.01 0.00 -0.02
C 2.6346 1.7607 7.6943 0.00 0.00 0.00
N -2.3781 3.6685 0.9163 0.01 -0.01 0.01
H 3.0619 -1.5639 0.7316 0.02 0.00 -0.03
C 4.6143 -0.3869 -2.0242 0.00 0.01 0.00
H 2.3964 -2.0610 3.2579 -0.02 0.00 -0.01
H -1.8353 -2.5690 4.5339 0.01 -0.02 0.00
H 5.2918 -1.3158 -0.2149 -0.01 -0.01 0.01
C -3.2719 3.5870 -0.2435 0.01 -0.03 0.00
H 3.6396 0.4506 -3.7281 0.02 0.01 0.00
H -4.7922 -1.9103 -2.3125 0.00 -0.01 0.01
S 1.1899 0.8725 -4.6182 0.02 -0.01 0.03
C 0.9919 0.5360 6.4358 -0.02 0.00 -0.01
C -5.2102 -1.5227 -1.3795 -0.05 -0.05 -0.02
C -4.5438 1.8672 0.7951 0.04 -0.01 -0.02
C 1.0548 0.1988 -3.0109 -0.12 0.05 -0.11
H -0.0042 -4.8841 1.5120 0.01 0.00 0.00
H -0.7169 3.0027 -0.1631 0.00 -0.02 -0.01
H -0.8849 1.5408 -6.7939 0.00 0.00 0.00
H 1.6300 0.0048 8.4092 0.00 0.00 0.00
N -0.1738 -0.0320 -2.6344 -0.15 -0.06 0.03
C -2.6997 1.3232 -0.5900 0.07 0.09 0.05
C 2.0061 2.4870 5.4897 0.00 0.01 0.00
C -1.3224 1.1196 -5.8987 0.02 0.01 0.01
C -1.2859 2.7239 0.7275 0.02 0.01 0.03
H 3.4439 3.4913 6.7192 0.00 0.00 0.00
C -2.9855 -4.8937 2.7124 -0.01 -0.02 0.01
Si -1.9011 -3.4499 2.1898 0.01 -0.07 0.00
H -3.3169 1.1402 -6.6524 0.00 -0.01 0.00
H -3.0970 -1.7619 3.5933 0.00 0.01 0.01
H 0.2141 -4.3636 3.1902 0.00 0.01 0.01
H -2.9367 -0.0329 1.6526 -0.03 0.01 -0.01
H -5.2036 -2.5736 2.4927 -0.01 0.03 -0.03
H -4.9959 -0.9134 1.9506 0.01 0.00 0.01
Si -4.6208 -2.5750 0.0733 0.00 0.04 -0.01
H -6.4755 -4.2219 -0.1949 0.00 0.01 0.00
H 3.5374 0.3389 2.0176 -0.03 0.00 -0.01
C -2.6815 0.8873 -5.8141 -0.01 0.03 -0.04
H 0.9078 -1.9865 4.2076 0.00 -0.02 0.03
C -5.3834 -1.8907 1.6576 -0.02 0.00 0.06
H -1.9138 1.0260 2.6448 -0.02 -0.01 0.00
H -0.6239 2.7684 1.5941 0.03 -0.01 0.00
C 1.1161 1.4223 5.3665 0.01 0.00 0.00
C 2.2284 -0.1381 -2.1936 0.03 -0.01 0.01
H -6.4676 -1.7992 1.5393 0.00 0.00 0.00
C 3.1515 -1.0994 -0.2504 -0.05 -0.02 0.03
H -2.6610 -5.2819 3.6823 -0.01 0.00 0.00
H -3.9588 3.9658 2.2530 0.00 0.00 0.01
As 1.1356 0.0496 2.7296 -0.08 0.12 -0.02
C 1.7432 0.7018 7.5887 0.01 0.00 0.00
N -3.8154 2.2378 -0.4228 -0.03 0.04 0.00
N -3.6800 1.9096 1.9776 -0.01 0.01 0.00
C -5.3830 -4.2703 -0.1808 0.01 -0.05 0.00
H -6.2996 -1.5886 -1.4571 0.00 0.03 0.00
H -2.7196 3.8693 -1.1419 0.00 0.01 0.00
C -1.0898 0.2449 -3.6420 -0.01 -0.04 0.00
C -2.5719 0.9890 1.7765 0.07 0.00 0.00
H 0.5736 -3.2586 1.8552 0.01 -0.01 0.01
H 2.6678 1.8575 1.8346 0.00 0.02 0.02
C -2.0763 -2.1493 3.5523 -0.01 0.02 -0.03
H 0.1229 2.1812 3.6301 0.00 0.00 -0.02
```
Positions in Å, forces in eV/Å.

E_LUMO ... 0.076 eV
E_HOMO ... -0.2440 Ha
Frontier orbital gap ... 6.714 eV

Energy relative to the best compared isomer or geometry (same formula, charge and spin) values, unit kcal per mole, following the record order: 0.00 2.35.